(1)
{"formula": "C25H47BrFN2", "method": "ωB97M-V with the def2-TZVPD basis set", "symbols": ["C", "C", "F", "C", "C", "N", "C", "C", "C", "C", "C", "C", "C", "C", "N", "C", "Br", "H", "H", "H", "H", "H", "H", "H", "H", "H", "H", "H", "H", "H", "H", "H", "H", "H", "H", "H", "C", "C", "C", "C", "C", "C", "H", "H", "H", "H", "H", "H", "H", "H", "H", "H", "H", "H", "H", "H", "C", "C", "C", "C", "C", "C", "H", "H", "H", "H", "H", "H", "H", "H", "H", "H", "H", "H", "H", "H"], "positions_angstrom": [[-2.03999, -6.37080, 0.15007], [-2.08252, -5.03705, -0.73399], [-1.51434, -5.41647, -1.98604], [-1.12328, -3.99597, -0.05009], [-1.84459, -2.87349, 0.79346], [-2.66770, -1.96198, -0.00206], [-3.39156, -0.94871, 0.79511], [-3.09171, -0.93430, 2.34223], [-1.82761, -0.06147, 2.69413], [-1.01670, 0.59909, 1.65326], [0.17327, 1.38053, 1.99493], [0.64604, 1.55411, 3.36618], [-0.17376, 0.92051, 4.41771], [-1.37005, 0.14955, 4.07927], [-2.89984, -2.28400, 2.98197], [-2.67959, -3.41472, 2.02603], [-4.44325, -4.16902, 1.59393], [-1.67910, -6.05128, 1.17456], [-3.05149, -6.81595, 0.31228], [-1.27120, -7.08472, -0.22972], [-3.13125, -4.68546, -0.88309], [-0.60621, -3.44245, -0.89027], [-0.29478, -4.46554, 0.54831], [-1.00138, -2.24540, 1.22111], [-3.28664, -2.47447, -0.63646], [-4.49619, -1.16957, 0.68161], [-3.26405, 0.08350, 0.36058], [-3.98451, -0.46506, 2.84528], [-1.29094, 0.52849, 0.57550], [0.77180, 1.88761, 1.19858], [1.56756, 2.13443, 3.58637], [0.16190, 1.03507, 5.47424], [-1.91132, -0.30173, 4.95206], [-2.13493, -2.32088, 3.67719], [-3.75686, -2.49936, 3.52090], [-2.08286, -4.25098, 2.48916], [0.26612, 5.66747, -3.87537], [0.88955, 5.10225, -2.60494], [0.24354, 3.79681, -2.14161], [-1.23758, 3.89825, -1.76617], [-1.56496, 4.91177, -0.66919], [-0.90666, 4.58674, 0.66550], [-0.78482, 5.92608, -3.72959], [0.78935, 6.57603, -4.18038], [0.33364, 4.94914, -4.69601], [0.84829, 5.85277, -1.81038], [1.95094, 4.91361, -2.79370], [0.81033, 3.40731, -1.28843], [0.34622, 3.04894, -2.93589], [-1.58058, 2.90657, -1.44619], [-1.82230, 4.14351, -2.65760], [-2.65001, 4.92860, -0.52701], [-1.28201, 5.92041, -0.98231], [-1.20833, 3.59647, 1.01625], [-1.20395, 5.31696, 1.42132], [0.18338, 4.61086, 0.59442], [5.77235, -0.88205, -2.35895], [4.39884, -1.54209, -2.37428], [3.25277, -0.56357, -2.11752], [3.27463, 0.12259, -0.74916], [3.26592, -0.82067, 0.45384], [2.01143, -1.68041, 0.53539], [6.00292, -0.45058, -1.38246], [6.54705, -1.61770, -2.58484], [5.83257, -0.08962, -3.10871], [4.37568, -2.35844, -1.64622], [4.24598, -2.00189, -3.35538], [2.30270, -1.09330, -2.24466], [3.26873, 0.21200, -2.89081], [2.40559, 0.78851, -0.68390], [4.15348, 0.77044, -0.68146], [3.33453, -0.21861, 1.36581], [4.15088, -1.46267, 0.44386], [1.11533, -1.05435, 0.58646], [2.03850, -2.30504, 1.43284], [1.91959, -2.34513, -0.32685]], "forces_ev_per_angstrom": [[-0.3, 1.2, 0.8], [1.4, -1.9, 1.0], [-0.7, 0.8, 0.9], [-0.3, 1.1, -1.1], [0.1, 0.1, 0.1], [0.6, -0.2, 0.3], [-1.7, -0.6, -0.3], [1.0, 2.7, -0.2], [2.4, 1.6, 0.2], [0.4, 0.1, 1.8], [-0.4, -0.4, 1.4], [-2.9, -1.8, -0.6], [0.1, 0.1, -2.1], [0.9, 0.4, -0.8], [-0.8, -1.2, 0.6], [1.3, -1.2, -1.0], [0.6, 0.4, 0.1], [-0.4, -0.5, -0.9], [1.0, 0.1, -0.5], [-0.9, 0.6, 0.0], [1.0, -0.2, -0.2], [-0.6, -0.4, 0.9], [-1.0, 0.2, -0.5], [-0.8, -0.7, -0.1], [0.2, 0.4, 0.4], [1.0, 0.3, 0.3], [0.1, -1.0, 0.8], [0.9, -0.6, -0.5], [0.3, 0.0, 1.1], [-0.8, -0.7, 0.6], [-0.9, -0.5, -0.1], [-0.6, -0.2, -1.0], [0.4, 0.5, -1.0], [-0.1, 0.7, -0.5], [0.4, 0.0, -0.2], [-0.8, 1.0, 0.0], [0.0, 0.1, 0.0], [0.0, -0.1, -0.1], [0.0, 0.0, 0.1], [0.0, 0.1, -0.1], [0.0, -0.1, 0.0], [0.0, 0.2, 0.0], [0.0, 0.0, 0.0], [-0.1, 0.0, 0.0], [0.0, 0.0, 0.0], [0.0, 0.0, 0.0], [0.0, 0.0, 0.1], [0.0, 0.0, 0.0], [0.0, 0.0, 0.0], [0.0, 0.0, 0.0], [0.0, 0.0, 0.0], [0.0, 0.1, 0.0], [0.0, 0.0, 0.0], [0.0, 0.0, 0.0], [0.1, -0.1, 0.0], [0.0, 0.0, 0.0], [0.1, -0.1, 0.0], [0.0, 0.1, -0.1], [-0.1, -0.1, 0.0], [0.1, 0.0, 0.0], [-0.1, 0.1, 0.0], [0.0, -0.2, 0.1], [0.0, 0.0, 0.0], [0.0, 0.1, 0.0], [0.0, 0.0, 0.1], [0.0, 0.0, 0.0], [0.0, 0.0, 0.1], [0.0, 0.0, 0.0], [0.0, 0.0, 0.0], [0.0, 0.0, 0.0], [0.0, 0.0, 0.0], [0.0, 0.0, 0.0], [0.0, 0.0, 0.0], [0.0, 0.0, -0.1], [0.0, 0.0, 0.0], [0.0, 0.0, 0.0]], "multiplicity": 1, "total_charge": 1, "gap_ev": 9.23, "de_lowest_kcal_mol": 43.2, "energy_ev": -102419.8611}

***

(2)
{"formula": "C3H5FeO3", "method": "ωB97M-V with the def2-TZVPD basis set", "symbols": ["O", "C", "C", "O", "O", "C", "H", "H", "H", "H", "H", "Fe"], "positions_angstrom": [[0.85921, -0.04883, -0.31870], [0.19308, 1.30503, -0.01128], [-0.10506, -1.10033, -0.31811], [0.60179, 2.34215, -0.46115], [-1.09196, 1.00937, -0.02972], [-1.38750, -0.38726, 0.11831], [0.13658, -1.92560, 0.36232], [-0.14583, -1.49720, -1.34005], [-1.64656, -0.57497, 1.16659], [-2.23719, -0.62036, -0.53232], [1.95514, 1.40978, 1.11808], [2.86831, 0.08821, 0.24603]], "forces_ev_per_angstrom": [[1.1, 1.7, 1.5], [-1.8, 0.1, -5.5], [-0.6, -0.7, -0.3], [1.0, -1.7, 2.3], [0.0, -0.1, 1.5], [-0.3, -0.2, 0.2], [0.3, 0.4, -0.1], [-0.1, 0.2, 0.2], [0.0, 0.0, -0.3], [0.2, 0.2, 0.2], [0.4, 0.0, 0.4], [-0.1, 0.0, -0.2]], "multiplicity": 7, "total_charge": 1, "gap_ev": [7.73, 8.36], "de_lowest_kcal_mol": 33.9, "s_squared": 12.008, "energy_ev": -43707.7760}

***

(3)
{"formula": "C75H71F3Li2N13O15", "method": "ωB97M-V with the def2-TZVPD basis set", "symbols": ["Li", "Li", "C", "O", "O", "O", "C", "O", "O", "C", "F", "F", "F", "C", "C", "H", "H", "H", "H", "H", "H", "C", "C", "C", "C", "C", "C", "N", "O", "O", "H", "H", "H", "H", "H", "C", "C", "C", "C", "C", "C", "N", "O", "O", "H", "H", "H", "H", "H", "C", "C", "C", "C", "C", "C", "N", "O", "O", "H", "H", "H", "H", "H", "C", "C", "C", "C", "C", "C", "N", "O", "O", "H", "H", "H", "H", "H", "C", "C", "C", "C", "C", "C", "N", "O", "O", "H", "H", "H", "H", "H", "N", "C", "C", "C", "C", "C", "H", "H", "H", "H", "H", "N", "C", "C", "C", "C", "C", "H", "H", "H", "H", "H", "N", "C", "C", "C", "C", "C", "H", "H", "H", "H", "H", "N", "C", "C", "C", "C", "C", "H", "H", "H", "H", "H", "N", "C", "C", "C", "C", "C", "H", "H", "H", "H", "H", "N", "C", "C", "C", "C", "C", "H", "H", "H", "H", "H", "N", "C", "C", "C", "C", "C", "H", "H", "H", "H", "H", "N", "C", "C", "C", "C", "C", "H", "H", "H", "H", "H"], "positions_angstrom": [[0.78424, 4.08466, 0.27094], [2.33411, 2.04209, -1.77807], [3.77442, 4.42955, -0.44701], [3.66240, 3.46724, -1.23262], [4.87835, 5.06348, -0.34432], [2.80682, 4.98216, 0.06387], [0.42536, 0.81609, -0.12649], [1.39495, 0.01252, -0.78363], [0.89308, 2.13390, -0.28838], [-1.09828, 0.56374, -0.51858], [-1.66189, -0.45279, 0.23321], [-1.80805, 1.60410, -0.27187], [-1.15909, 0.05962, -1.82762], [1.70019, -1.20829, -0.10771], [2.35168, -1.97498, -1.25481], [3.10960, -1.39858, -1.78531], [2.80630, -2.93028, -0.99247], [1.45984, -2.15422, -1.85530], [0.86281, -1.80823, 0.24860], [2.35784, -1.13135, 0.75813], [0.48328, 0.52384, 0.92200], [-0.21648, -7.22456, 1.35135], [0.65770, -6.66190, 0.47699], [1.52508, -7.43962, -0.27827], [1.62723, -8.79324, -0.01753], [0.81771, -9.30967, 1.02004], [-0.10217, -8.53438, 1.71713], [2.63803, -9.56864, -0.77430], [2.59693, -10.80039, -0.79730], [3.45420, -8.92327, -1.38781], [-0.71232, -6.49778, 1.97771], [0.72905, -5.58427, 0.47115], [2.17315, -6.98499, -1.01293], [0.84712, -10.37001, 1.22304], [-0.69966, -8.98941, 2.49325], [3.27510, -3.65382, 4.94058], [2.35901, -4.09486, 4.08373], [2.72399, -4.43605, 2.78248], [4.04943, -4.27862, 2.37784], [4.95819, -3.67512, 3.23891], [4.57984, -3.42384, 4.54311], [4.55665, -4.71960, 1.08323], [5.76759, -4.93267, 0.88494], [3.68098, -5.01974, 0.22745], [2.84972, -3.47905, 5.91777], [1.33998, -4.26942, 4.39600], [1.98541, -4.89942, 2.14515], [5.97142, -3.60025, 2.87264], [5.37651, -3.16307, 5.22408], [-5.66866, -3.60336, 2.24474], [-5.04522, -3.33497, 0.98346], [-3.65453, -3.33229, 0.88079], [-2.86182, -3.43951, 2.04445], [-3.50542, -3.56171, 3.25964], [-4.83448, -3.72598, 3.35682], [-1.44657, -3.43449, 1.94712], [-0.74656, -3.36391, 2.99127], [-0.91253, -3.69389, 0.84796], [-6.74246, -3.57103, 2.35561], [-5.68458, -3.05178, 0.16040], [-3.24849, -3.25023, -0.11660], [-3.01584, -3.68456, 4.21443], [-5.28124, -4.09148, 4.26963], [0.52286, -0.84538, 6.54778], [0.63737, -0.69947, 5.17259], [1.68038, -0.06212, 4.55032], [2.72661, 0.44732, 5.38326], [2.68547, 0.22618, 6.73196], [1.60914, -0.41010, 7.31621], [3.86212, 1.24238, 4.75389], [4.98168, 1.11783, 5.29998], [3.63968, 1.88780, 3.74100], [-0.28471, -1.38970, 7.01463], [-0.14739, -1.09988, 4.54792], [1.70017, 0.09603, 3.48215], [3.46517, 0.67557, 7.32904], [1.61940, -0.61006, 8.37749], [-3.13108, 3.37233, -4.62689], [-4.09995, 2.86323, -5.54468], [-3.69831, 1.70367, -6.33413], [-2.47334, 0.97339, -5.98753], [-1.71387, 1.46433, -4.90982], [-2.00047, 2.60333, -4.23231], [-2.00909, -0.26750, -6.66513], [-0.84900, -0.70307, -6.54517], [-2.96696, -0.77944, -7.22877], [-3.35768, 4.30298, -4.12794], [-4.99988, 3.44866, -5.66217], [-4.42091, 1.34024, -7.04979], [-0.88383, 0.89328, -4.52081], [-1.36696, 2.95297, -3.43055], [-5.01740, -2.12266, -2.68303], [-6.12098, -1.66202, -3.44337], [-6.26581, -0.32610, -3.85719], [-5.42029, 0.61638, -3.27389], [-4.40504, 0.25851, -2.34921], [-4.18827, -1.15450, -2.25685], [-6.83659, -2.38887, -3.79831], [-7.07784, 0.08203, -4.44067], [-5.43346, 1.65682, -3.56323], [-3.69432, 0.97498, -1.96455], [-3.25147, -1.54218, -1.88468], [5.49208, -1.96618, -4.60031], [5.59376, -0.75566, -5.25700], [5.15977, -0.60642, -6.52716], [4.67179, -1.70806, -7.26771], [4.59133, -2.93549, -6.62008], [4.94315, -2.99155, -5.25073], [5.95771, 0.05984, -4.64963], [5.35669, 0.28231, -7.10836], [4.49132, -1.77291, -8.33055], [4.18909, -3.83575, -7.06068], [4.66600, -3.86288, -4.67595], [1.87370, 2.00087, -3.65655], [2.06875, 1.04368, -4.67691], [1.61457, 1.10939, -5.98338], [1.14782, 2.31409, -6.41831], [1.04353, 3.31797, -5.51807], [1.33161, 3.12893, -4.17622], [2.30870, 0.10328, -4.20312], [1.66963, 0.18134, -6.53301], [0.99949, 2.53414, -7.46520], [0.85337, 4.34632, -5.78774], [1.28351, 4.04271, -3.60256], [-0.47493, 5.15075, -0.81354], [-1.73398, 4.87677, -0.63432], [-2.73564, 5.75756, -1.00584], [-2.39482, 7.00394, -1.49816], [-1.11082, 7.17029, -1.89923], [-0.14192, 6.23980, -1.53101], [-1.87087, 3.89717, -0.20068], [-3.74695, 5.64856, -0.64284], [-2.97418, 7.88956, -1.71363], [-0.81524, 8.05548, -2.44281], [0.87189, 6.50682, -1.79042], [6.11113, 1.51317, -0.66741], [6.30601, 1.54694, 0.67000], [6.30531, 0.35517, 1.45422], [6.10964, -0.89370, 0.83448], [6.01863, -0.92038, -0.54288], [5.97931, 0.23769, -1.24307], [6.43946, 2.49218, 1.17509], [6.43415, 0.49145, 2.51781], [6.10126, -1.85926, 1.31825], [5.98285, -1.85033, -1.09089], [5.87878, 0.21863, -2.31821], [-4.70296, -0.67757, 4.28862], [-5.02769, -0.06735, 3.09489], [-4.18846, 0.84640, 2.53313], [-2.93498, 1.17048, 3.10605], [-2.58560, 0.48312, 4.28816], [-3.47053, -0.46274, 4.73987], [-6.03358, -0.18882, 2.72094], [-4.45693, 1.44299, 1.67382], [-2.22454, 1.87630, 2.70171], [-1.63245, 0.72638, 4.73395], [-3.26591, -0.96971, 5.67127], [0.16761, 4.45444, 2.26974], [-0.74352, 5.32547, 2.89351], [-0.84980, 5.51344, 4.25730], [0.06990, 4.87562, 5.02649], [0.96809, 3.91923, 4.47733], [1.06466, 3.73517, 3.10241], [-1.49907, 5.91271, 2.39281], [-1.57274, 6.19119, 4.68672], [0.11592, 5.09049, 6.08390], [1.52456, 3.22908, 5.09411], [1.84258, 3.10679, 2.69452], [-4.18469, 5.72461, 2.10166], [-4.50748, 4.40125, 1.92913], [-5.71158, 3.95642, 1.39410], [-6.68093, 4.87537, 0.98419], [-6.34634, 6.25649, 1.11851], [-5.11012, 6.64473, 1.66126], [-3.80340, 3.60469, 2.11928], [-5.92231, 2.89796, 1.35331], [-7.52633, 4.55989, 0.39075], [-7.11223, 6.87850, 0.67928], [-5.03998, 7.71340, 1.80065]], "forces_ev_per_angstrom": [[1.7, -0.3, -0.2], [0.7, 1.1, 1.7], [4.0, 2.8, -1.4], [-1.3, -4.2, -2.3], [1.5, -0.6, 0.3], [-6.4, 1.0, 2.9], [2.0, 3.3, 0.4], [-1.5, -0.7, 0.7], [-2.2, -2.0, -0.2], [3.3, -3.2, -0.6], [0.3, 0.4, -0.3], [-1.5, 1.5, -0.7], [-0.8, 1.4, 1.2], [1.2, -0.7, -1.1], [-0.4, -0.6, 0.3], [-0.2, 0.2, 0.1], [-0.1, -0.1, 0.2], [0.5, -0.3, -0.8], [-0.6, 0.4, -0.2], [0.3, 0.8, 0.1], [-0.4, -0.1, 0.7], [0.3, 1.4, 1.8], [0.7, 0.3, -1.0], [0.6, 0.2, -0.2], [-1.1, 0.5, 1.2], [0.3, -1.1, -0.8], [0.4, -1.2, -0.8], [-0.3, -1.0, -0.3], [-0.4, 1.0, 0.6], [0.2, 0.2, 0.0], [-0.8, -0.2, 0.0], [-0.2, 0.1, -0.6], [0.1, 0.0, 0.1], [0.3, -0.1, 0.1], [0.0, 0.0, 0.0], [0.7, 1.0, 1.9], [-1.4, -1.2, -2.5], [0.1, -0.5, -0.6], [-0.2, 0.9, 0.8], [0.1, -1.0, -0.2], [0.9, 0.0, 0.0], [-0.5, -2.1, -2.6], [-2.1, 1.0, 0.9], [1.6, 0.9, 1.7], [0.8, 0.3, 0.5], [-0.1, 0.1, -0.1], [0.1, 0.1, -0.2], [0.1, 0.2, 0.3], [-0.2, 0.4, 0.2], [1.6, 1.0, -1.2], [-0.6, -0.1, 1.9], [-0.2, 0.0, 0.1], [-2.0, 0.6, -1.0], [1.9, -0.6, 1.1], [-2.8, -0.8, -0.8], [3.7, -1.5, 0.0], [-1.7, 0.4, -1.5], [-1.3, 0.8, 1.6], [-0.1, -0.3, -0.1], [0.2, -0.3, -0.4], [0.4, 0.2, 0.2], [0.8, 0.2, -0.3], [0.1, 0.5, 0.3], [1.7, 0.0, 0.3], [-1.1, -0.4, -0.4], [1.7, 1.2, 0.9], [-1.1, -0.2, -2.0], [0.7, 0.9, 0.3], [-0.9, -0.5, 0.0], [1.1, -0.7, 0.3], [-2.1, 0.4, -0.8], [0.1, -0.8, 1.3], [-0.2, 0.1, -0.1], [-0.1, -0.1, -0.1], [0.1, -0.1, -0.1], [0.2, -0.3, 0.2], [0.0, 0.2, 0.1], [-0.6, -1.4, 0.0], [3.6, -1.2, -0.4], [0.5, 0.1, 1.9], [-0.7, 2.8, 0.9], [0.4, -1.8, -0.6], [-1.9, 2.1, -0.5], [-0.7, 0.3, 0.8], [-2.5, 0.9, -0.4], [1.3, -0.9, -0.6], [0.1, 0.1, 0.2], [-0.1, -0.3, -0.5], [0.3, -0.3, -0.2], [0.2, -0.3, -0.4], [0.1, -0.1, 0.1], [-2.1, 2.1, -1.7], [1.8, 0.4, 0.7], [0.4, -0.5, 1.6], [1.6, 0.1, 1.3], [-1.0, -1.9, -2.1], [-0.4, 0.4, 0.0], [0.1, -0.3, 0.2], [-0.1, -0.6, -0.4], [-0.5, 0.1, 0.0], [-0.1, -0.1, 0.1], [0.1, 0.2, 0.6], [-0.5, 0.8, -0.4], [-0.3, -2.1, 1.7], [0.0, -0.2, -2.7], [0.8, -1.4, 1.0], [-0.2, 0.6, 1.2], [-0.1, 1.1, -0.6], [0.2, 0.1, -0.1], [-0.2, 0.5, 0.4], [-0.2, 0.9, -0.1], [0.0, 0.1, -0.3], [0.5, -0.3, 0.2], [-0.6, 0.0, -4.1], [-1.7, 0.3, 3.1], [1.0, -1.0, 1.3], [0.2, 0.4, -1.5], [0.1, 1.1, 0.7], [1.3, -0.2, 0.4], [0.6, -0.3, -0.5], [0.1, 0.3, -0.4], [-0.4, -0.2, -0.2], [-0.4, 0.0, -0.3], [-0.1, -0.3, 0.9], [2.1, 0.8, -1.4], [-0.8, -0.1, -0.3], [-1.3, 0.8, 1.3], [0.0, -0.1, -0.8], [1.8, -0.1, -0.1], [-0.8, 0.5, 0.2], [-0.6, 0.1, 0.3], [-0.2, -0.6, -0.2], [-1.1, -0.5, 0.3], [0.1, 0.1, 0.1], [0.5, -0.8, 0.5], [0.3, -2.1, 0.2], [-0.5, -2.0, -1.1], [-0.4, 0.0, -0.8], [0.6, 1.1, 0.5], [-0.3, -0.7, -0.1], [0.5, 3.4, 0.8], [-0.1, 0.3, -0.4], [0.0, -0.3, 0.2], [0.1, 0.2, 0.6], [-0.2, -0.2, 0.0], [0.0, 0.2, -0.1], [-0.1, 0.1, -2.2], [0.3, -0.2, 2.5], [1.8, 1.5, -0.6], [-0.6, -1.5, 1.2], [0.2, 1.2, -2.3], [-1.0, 0.0, 1.4], [0.0, -0.3, 0.0], [-0.3, -0.4, -0.3], [-0.2, 0.2, -0.3], [-0.1, -0.3, 0.3], [0.2, -0.3, 0.2], [-0.1, 0.6, 2.2], [1.3, -2.0, -0.8], [0.8, 0.1, -0.3], [1.3, -1.6, 0.7], [-0.7, 0.3, -0.2], [-2.8, 2.5, -0.3], [0.3, -0.4, -1.4], [0.0, 0.1, -0.1], [-0.1, -0.3, 0.2], [0.4, 0.4, 0.3], [-0.3, 0.0, -0.6], [-1.3, -0.2, -0.8], [-0.4, 1.6, -0.4], [-0.8, 0.6, 0.2], [2.1, 1.1, 0.0], [-0.4, -2.2, -0.6], [-1.0, -2.0, 0.5], [0.6, 0.5, 0.6], [0.1, -0.1, -0.2], [-0.4, 0.0, 0.4], [0.4, 0.9, 0.3], [1.1, 0.0, 0.2]], "multiplicity": 1, "total_charge": -1, "gap_ev": 1.56, "energy_ev": -137557.0210}